1.
{
  "formula": "C4H5F",
  "method": "ωB97M-V/def2-TZVPD",
  "symbols": ["C", "C", "C", "C", "F", "H", "H", "H", "H", "H"],
  "coordinates": [[0.93964, -0.37333, -0.52557], [0.02831, -1.15252, 0.02491], [0.30845, 0.91835, -0.10179], [-0.85865, -0.02104, 0.47360], [-1.97903, 0.18177, -0.32922], [1.91460, -0.42183, -0.87668], [0.09973, -2.15135, 0.21984], [0.97236, 1.61204, 0.43487], [-0.26362, 1.44673, -0.84679], [-1.16179, -0.03881, 1.52683]],
  "forces_ev_per_angstrom": [[-0.67, 1.31, 0.98], [0.23, 1.43, -0.50], [-1.39, 0.12, -0.03], [1.07, 0.33, 0.25], [-0.18, -0.31, 0.45], [1.54, -0.83, -0.90], [-0.53, -2.66, 0.31], [-0.62, -0.35, 0.41], [0.49, 0.61, -0.71], [0.05, 0.36, -0.26]],
  "smiles": "F[C@H]1C=CC1",
  "total_charge": 0,
  "de_lowest_kcal_mol": 23.7,
  "e_homo_ev": -9.888,
  "orbital_gap_ha": 0.408,
  "molar_mass_g_mol": 72.08
}

***

2.
{
  "formula": "C4H5F2N",
  "method": "ωB97M-V/def2-TZVPD",
  "symbols": ["C", "C", "C", "C", "N", "F", "F", "H", "H", "H", "H", "H"],
  "coordinates": [[-2.08041, -0.17319, 0.03610], [-1.05339, 0.55273, 0.45471], [0.41371, -0.22943, 0.41426], [1.40716, 0.52096, -0.63483], [0.65009, -1.32114, 0.87291], [2.67083, -0.02340, -0.47356], [1.58913, 1.80954, -0.37667], [-3.17117, 0.12929, 0.07747], [-1.85832, -1.18729, -0.31250], [-1.08050, 1.56796, 0.91954], [1.02673, 0.14569, -1.61187], [1.48613, -1.79173, 0.63445]],
  "forces_ev_per_angstrom": [[-1.02, 0.04, 0.15], [2.34, -1.09, 1.03], [-1.46, 5.64, -2.97], [-0.12, -3.09, 1.87], [-1.49, -2.56, 1.85], [-0.39, -0.23, -0.28], [-0.86, 0.72, -0.60], [1.58, -0.15, -0.15], [-0.30, 0.31, 0.08], [-0.03, -0.98, -0.68], [0.40, 1.44, 0.02], [1.36, -0.04, -0.31]],
  "smiles": "[H]/N=C(/C=C)C(F)F",
  "total_charge": 0,
  "de_lowest_kcal_mol": 34.9,
  "e_homo_ev": -9.745,
  "orbital_gap_ha": 0.390,
  "molar_mass_g_mol": 105.09
}

***

3.
{
  "formula": "C4H5F2N",
  "method": "ωB97M-V/def2-TZVPD",
  "symbols": ["C", "C", "C", "C", "N", "F", "F", "H", "H", "H", "H", "H"],
  "coordinates": [[-0.17322, 1.44440, 0.34703], [-1.87019, -0.99035, -0.02228], [0.18300, 0.24830, -0.14795], [1.59460, -0.28699, -0.30931], [-0.76199, -0.73093, -0.56164], [1.96626, -1.16922, 0.63477], [2.46932, 0.73450, -0.26643], [-1.10245, 1.86563, 0.43612], [0.53637, 2.10215, 0.66018], [-2.35417, -2.00769, -0.44674], [-2.32226, -0.51143, 0.90270], [1.83473, -0.69838, -1.22646]],
  "forces_ev_per_angstrom": [[1.52, -2.55, -1.11], [-0.64, -2.34, -0.01], [-1.88, -0.13, 0.81], [-0.22, 1.49, 0.70], [0.54, -0.05, -0.30], [-0.34, -0.40, 0.73], [0.76, 1.29, 0.72], [-2.59, 0.16, -0.08], [2.34, 1.63, 0.66], [0.48, 2.69, 1.00], [0.58, -0.35, -1.03], [-0.54, -1.43, -2.10]],
  "smiles": "C=NC(=C)C(F)F",
  "total_charge": 0,
  "de_lowest_kcal_mol": 34.9,
  "e_homo_ev": -9.655,
  "orbital_gap_ha": 0.366,
  "molar_mass_g_mol": 105.09
}

***

4.
{
  "formula": "C4H5F2NS",
  "method": "ωB97M-V/def2-TZVPD",
  "symbols": ["C", "C", "C", "C", "N", "F", "F", "S", "H", "H", "H", "H", "H"],
  "coordinates": [[0.18910, -1.85946, 0.05408], [1.44212, 0.94279, -0.05260], [-1.07497, 0.96086, 0.07669], [0.30056, 0.91773, 0.64076], [-0.90552, -1.98533, -0.47190], [1.27103, -2.54624, 0.28292], [1.22548, 0.71361, -1.41068], [3.01725, 1.29532, 0.56656], [-1.84576, 0.25655, 0.41186], [-1.20835, 0.65687, -0.89912], [-1.49489, 1.99011, 0.32674], [0.35251, 1.35504, 1.64229], [-1.26856, -2.69787, -1.16760]],
  "forces_ev_per_angstrom": [[-1.48, 0.82, 0.25], [2.52, 0.16, -1.51], [-1.19, 1.07, 1.83], [-2.19, 0.84, 1.63], [0.29, -0.94, -1.10], [0.33, -0.61, -0.39], [0.95, 0.06, 1.01], [-1.99, -0.53, -1.03], [0.54, -0.03, 1.40], [0.61, 0.36, -2.68], [0.46, -1.14, -0.68], [0.27, -0.81, -0.03], [0.87, 0.75, 1.29]],
  "total_charge": 0,
  "de_lowest_kcal_mol": 98.3,
  "e_homo_ev": [-9.094, -9.001],
  "orbital_gap_ha": [0.307, 0.256],
  "molar_mass_g_mol": 137.15
}

***

5.
{
  "formula": "C4H5F3",
  "method": "ωB97M-V/def2-TZVPD",
  "symbols": ["C", "C", "C", "C", "H", "H", "H", "H", "H", "F", "F", "F"],
  "coordinates": [[0.56970, -1.15059, -0.84744], [0.47041, -0.03728, 0.15938], [-0.89155, 0.17874, 0.88021], [-0.30369, 1.16551, -0.09474], [0.56852, -2.08509, -0.32535], [-0.35907, -1.10327, -1.46500], [1.40220, -1.06145, -1.51341], [-1.69640, -0.43788, 0.60309], [-0.71307, 1.47505, -1.03715], [1.63371, 0.16001, 0.86304], [-0.81107, 0.63190, 2.18334], [0.13030, 2.26435, 0.59403]],
  "forces_ev_per_angstrom": [[-1.74, 0.77, -0.06], [0.50, -0.99, 0.44], [2.41, 0.79, 0.38], [-0.49, 1.76, 0.45], [0.18, -0.66, 0.16], [0.61, -0.20, 0.31], [0.61, 0.17, -0.23], [-1.00, -0.68, 0.17], [-0.28, -0.28, -0.41], [-0.52, -0.21, 0.01], [-0.53, -0.72, -0.90], [0.25, 0.25, -0.32]],
  "smiles": "C[C@@]1(F)[C@H](F)[C@@H]1F",
  "total_charge": 0,
  "de_lowest_kcal_mol": 23.3,
  "e_homo_ev": -10.460,
  "orbital_gap_ha": 0.415,
  "molar_mass_g_mol": 110.08
}

***

6.
{
  "formula": "C4H5F3",
  "method": "ωB97M-V/def2-TZVPD",
  "symbols": ["C", "C", "C", "C", "F", "F", "F", "H", "H", "H", "H", "H"],
  "coordinates": [[1.24216, 1.08203, -2.32945], [1.51286, 1.12639, -1.06494], [-0.24394, -0.23974, 0.94506], [0.91222, -0.49390, 0.03606], [1.60389, 2.04274, -3.21052], [1.98939, 2.08671, -0.20515], [0.89368, -1.47361, -0.96709], [0.88514, 0.20427, -2.75092], [-0.26979, 0.76138, 1.43207], [-1.14447, -0.42962, 0.28842], [-0.37389, -0.88586, 1.72690], [1.97510, -0.49689, 0.53392]],
  "forces_ev_per_angstrom": [[1.36, 1.91, -0.49], [-1.72, -2.45, 5.21], [-1.62, 1.23, -3.14], [5.49, 3.36, -1.87], [-0.21, -0.03, 0.01], [-0.46, -0.95, -1.76], [-0.92, 0.77, 1.72], [-0.77, -1.35, -0.77], [0.28, -0.45, -0.99], [0.53, 0.76, 0.80], [0.30, -2.18, 1.95], [-2.25, -0.62, -0.67]],
  "total_charge": 0,
  "de_lowest_kcal_mol": 64.9,
  "e_homo_ev": -9.988,
  "orbital_gap_ha": 0.400,
  "molar_mass_g_mol": 110.08
}